[1]
Below is a cluster of 2 separate species, C6H17NO in total, with properties calculated with the ωB97M-V functional and the def2-TZVPD basis.

```
25
C6H17NO (the ωB97M-V functional and the def2-TZVPD basis)
C 0.052 1.560 2.454
C 0.863 1.255 1.153
C -0.035 1.197 -0.082
C 0.354 0.128 -1.135
C -0.220 0.521 -2.514
N -0.271 -1.173 -0.756
C 0.693 -2.258 -0.562
H -0.931 1.125 2.341
H 0.022 2.652 2.550
H 0.621 1.237 3.323
H 1.341 0.275 1.263
H 1.621 2.033 1.037
H -0.125 2.144 -0.638
H -1.088 1.009 0.167
H 1.433 0.078 -1.190
H -1.280 0.419 -2.670
H 0.246 -0.152 -3.255
H 0.086 1.531 -2.805
H -1.044 -1.462 -1.328
H 1.133 -2.715 -1.456
H 0.156 -3.002 0.033
H 1.636 -1.991 -0.063
O -1.676 -1.688 1.687
H -2.548 -1.418 1.394
H -1.040 -1.305 1.054
```

Computed properties:
gap between HOMO and LUMO = 9.905 eV
structure (SMILES) = CCC[C@H](C)NC.O
multiplicity = 1
total charge = 0


[2]
Below is a cluster of 2 separate species, C3H8IN in total, with properties calculated with the ωB97M-V functional and the def2-TZVPD basis.

```
13
C3H8IN (the ωB97M-V functional and the def2-TZVPD basis)
C 0.683 0.827 -0.340
C -0.125 -1.409 0.651
C -0.504 0.078 0.231
N -1.615 0.213 -0.671
I -3.467 0.049 0.054
H 1.585 0.622 0.133
H 0.800 0.745 -1.427
H 0.405 1.940 -0.190
H -0.018 -1.926 -0.211
H -1.107 -1.725 1.245
H 0.722 -1.303 1.244
H -0.797 0.556 1.173
H -1.040 2.551 -1.155
```

Computed properties:
gap between HOMO and LUMO (spin up / spin down) = 8.955 / 7.881 eV
multiplicity = 3
total charge = 0


[3]
Below is the molecule C5H14N2, with properties calculated with the ωB97M-V functional and the def2-TZVPD basis.

```
21
C5H14N2 (the ωB97M-V functional and the def2-TZVPD basis)
C -1.713 2.264 -1.696
C -0.514 1.476 -1.056
N -0.733 0.125 -0.549
C 0.127 -0.897 0.195
C -0.732 -1.191 1.437
C 1.461 -0.346 0.577
N 2.301 -1.505 1.054
H -2.166 1.495 -2.419
H -2.329 2.771 -0.889
H -1.140 3.084 -2.266
H -0.070 2.071 -0.230
H 0.315 1.552 -1.806
H -1.490 -0.260 -1.109
H 0.159 -1.800 -0.409
H -0.724 -0.640 2.249
H -0.591 -2.196 1.832
H -1.827 -1.159 1.175
H 1.164 0.694 1.179
H 1.880 -0.020 -0.433
H 1.833 -2.358 0.795
H 2.234 -1.416 2.056
```

Computed properties:
gap between HOMO and LUMO = 9.084 eV
structure (SMILES) = CCN[C@H](C)CN
multiplicity = 1
total charge = 0


[4]
Below is a structure of composition C32H50CuN3OP2S, with properties calculated with the ωB97M-V functional and the def2-TZVPD basis.

```
90
C32H50CuN3OP2S (the ωB97M-V functional and the def2-TZVPD basis)
Cu 0.124 -0.142 0.449
C 1.134 2.914 -1.727
C -0.388 2.789 -1.673
C -1.024 4.173 -1.779
P -0.903 1.824 -0.169
C -2.722 2.114 -0.071
C -3.285 1.457 1.188
C -3.388 1.514 -1.308
C -0.212 2.819 1.200
C -0.863 3.867 1.835
C -0.280 4.539 2.901
C 0.976 4.135 3.335
C 1.649 3.095 2.718
C 1.080 2.411 1.628
N 1.599 1.314 1.000
C 2.904 1.052 0.768
C 3.969 1.969 0.957
C 5.277 1.614 0.718
C 5.615 0.335 0.275
C 4.589 -0.556 0.014
C 3.250 -0.219 0.203
P 1.890 -1.352 -0.228
C 2.319 -2.903 0.674
C 1.325 -4.009 0.328
C 2.322 -2.628 2.175
C 2.091 -1.814 -2.018
C 1.927 -0.563 -2.875
C 3.343 -2.581 -2.432
H 1.436 3.353 -2.681
H 1.637 1.956 -1.607
H 1.489 3.568 -0.928
H -0.713 2.176 -2.523
H -0.785 4.771 -0.897
H -2.110 4.137 -1.884
H -0.627 4.698 -2.651
H -2.921 3.189 -0.039
H -3.196 0.373 1.110
H -4.345 1.704 1.297
H -2.763 1.776 2.091
H -3.144 0.450 -1.368
H -3.068 1.998 -2.233
H -4.475 1.608 -1.239
H -1.849 4.169 1.501
H -0.799 5.354 3.388
H 1.439 4.633 4.179
H 2.610 2.778 3.102
H 3.745 2.974 1.288
H 6.058 2.347 0.884
H 6.648 0.052 0.121
H 4.838 -1.548 -0.344
H 3.326 -3.213 0.376
H 0.307 -3.690 0.568
H 1.540 -4.912 0.904
H 1.348 -4.277 -0.731
H 1.336 -2.294 2.506
H 3.043 -1.854 2.439
H 2.577 -3.538 2.723
H 1.222 -2.464 -2.189
H 2.777 0.107 -2.734
H 1.025 -0.007 -2.608
H 1.876 -0.826 -3.935
H 4.227 -1.947 -2.371
H 3.252 -2.908 -3.471
H 3.514 -3.471 -1.824
O -2.393 -2.059 -0.521
S -1.941 -2.962 -1.630
C -3.466 -3.543 -2.460
C -3.639 -2.785 -3.780
C -2.865 -1.475 -3.641
C -1.537 -1.871 -3.014
H -4.241 -3.304 -1.731
H -3.415 -4.625 -2.578
H -4.693 -2.622 -4.002
H -3.219 -3.372 -4.600
H -3.392 -0.792 -2.972
H -2.728 -0.970 -4.596
H -0.947 -1.056 -2.593
H -0.917 -2.447 -3.708
C -3.448 -2.101 4.134
N -2.283 -1.397 3.642
C -1.542 -0.457 4.323
C -0.604 -0.007 3.445
N -0.764 -0.649 2.244
C -1.777 -1.472 2.392
H -3.375 -2.199 5.215
H -3.483 -3.096 3.695
H -4.362 -1.563 3.884
H -1.747 -0.206 5.348
H 0.163 0.737 3.585
H -2.180 -2.098 1.612
```

Computed properties:
gap between HOMO and LUMO = 6.261 eV
multiplicity = 1
total charge = 0


[5]
Below is a cluster of 2 separate species, C5H13NO in total, with properties calculated with the ωB97M-V functional and the def2-TZVPD basis.

```
20
C5H13NO (the ωB97M-V functional and the def2-TZVPD basis)
C 0.590 1.041 1.603
C 2.021 0.640 1.737
N 2.127 -0.646 2.270
O 2.967 1.237 1.290
H -0.031 0.358 1.041
H 0.559 2.078 1.254
H 0.029 1.237 2.530
H 3.022 -1.093 2.142
H 1.345 -1.258 2.373
C -0.866 0.986 -1.379
C -0.556 -0.511 -1.479
C -1.821 -1.412 -1.554
H -0.086 1.460 -0.806
H -1.891 1.099 -1.031
H -0.849 1.275 -2.440
H 0.189 -0.793 -2.223
H -0.098 -0.920 -0.567
H -1.710 -2.246 -2.249
H -2.230 -1.655 -0.575
H -2.710 -0.878 -1.936
```

Computed properties:
gap between HOMO and LUMO = 10.805 eV
structure (SMILES) = CC(N)=O.CCC
multiplicity = 1
total charge = 0


[6]
Below is a structure of composition C47H39GeN2O3PTi, with properties calculated with the ωB97M-V functional and the def2-TZVPD basis.

```
94
C47H39GeN2O3PTi (the ωB97M-V functional and the def2-TZVPD basis)
Ti 9.202 9.885 15.414
O 11.072 9.058 15.693
C 11.735 8.067 15.192
C 13.125 8.095 15.443
C 13.897 7.053 14.994
C 13.274 5.866 14.369
C 11.930 5.795 14.250
C 11.156 6.906 14.640
C 9.724 6.827 14.505
N 8.929 7.789 14.670
C 7.549 7.318 14.746
C 6.631 8.488 14.981
N 7.224 9.314 15.997
C 6.535 9.462 17.089
C 7.008 9.944 18.297
C 6.060 9.699 19.313
C 6.462 9.932 20.604
C 7.756 10.366 20.848
C 8.660 10.640 19.834
C 8.298 10.359 18.502
O 9.159 10.571 17.482
H 13.481 8.974 15.958
H 14.950 7.150 15.095
H 13.900 5.087 14.004
H 11.482 4.895 13.886
H 9.291 5.839 14.340
H 7.253 6.787 13.880
H 7.421 6.667 15.623
H 6.507 9.055 14.036
H 5.631 8.216 15.307
H 5.541 8.981 17.112
H 5.080 9.355 19.071
H 5.777 9.739 21.384
H 8.037 10.411 21.902
H 9.634 11.038 19.960
O 8.730 11.307 14.366
C 8.536 12.356 13.626
C 8.475 12.385 12.182
C 8.563 13.666 11.582
C 8.606 13.807 10.238
C 8.222 12.708 9.438
C 8.137 11.452 9.982
C 8.456 11.198 11.365
P 9.332 9.679 11.867
C 11.116 10.156 11.422
C 12.181 9.328 11.794
C 13.488 9.713 11.447
C 13.721 10.932 10.824
C 12.664 11.775 10.502
C 11.362 11.374 10.787
C 8.923 8.609 10.491
C 7.854 7.663 10.486
C 7.789 6.692 9.480
C 8.762 6.594 8.487
C 9.755 7.554 8.425
C 9.792 8.537 9.432
H 8.767 14.544 12.155
H 8.933 14.722 9.790
H 8.146 12.838 8.377
H 7.975 10.650 9.296
H 11.941 8.375 12.299
H 14.332 9.075 11.663
H 14.735 11.218 10.598
H 12.749 12.735 10.052
H 10.560 12.016 10.439
H 7.185 7.613 11.330
H 6.981 6.003 9.475
H 8.689 5.823 7.703
H 10.477 7.444 7.660
H 10.565 9.264 9.301
Ge 10.789 11.823 17.148
C 10.411 13.169 18.574
C 11.289 13.415 19.657
C 11.103 14.477 20.514
C 9.935 15.246 20.435
C 9.011 15.015 19.416
C 9.327 14.040 18.440
C 12.287 10.780 18.094
C 11.933 9.496 18.505
C 12.880 8.579 18.941
C 14.213 8.956 19.090
C 14.569 10.285 18.803
C 13.635 11.153 18.189
H 8.577 13.279 14.219
H 12.143 12.766 19.781
H 11.841 14.632 21.231
H 9.739 16.048 21.151
H 8.118 15.619 19.277
H 8.581 13.902 17.655
H 10.887 9.274 18.411
H 12.588 7.572 19.185
H 14.948 8.251 19.454
H 15.610 10.510 18.904
H 14.009 12.165 17.915
```

Computed properties:
gap between HOMO and LUMO (spin up / spin down) = 5.732 / 6.550 eV
multiplicity = 3
total charge = 0


Computed values of energy relative to the best compared isomer or geometry (same formula, charge and spin) (unit: kJ/mol) for the preceding records, in sequence: 78.47, 49.02, 283.99, 0.00, 81.43, 27.56.